Computed, not measured: C5H5N in the gas phase in a non-equilibrium geometry, with the ωB97M-V functional and the def2-TZVPD basis.

Properties
E_LUMO (eV): 1.176
Highest occupied orbital energy (eV): -8.2327
SMILES: C1=CN2[C@@H]3[C@H]1[C@@H]32
Energy relative to the best compared isomer or geometry (same formula, charge and spin) (kcal per mole): 123.6

Positions of all 11 atoms, in Å:
C (-0.360, -0.631, -0.624)
C (-0.175, -0.969, 0.839)
C (-0.861, 0.745, -0.480)
N (0.316, 1.195, 0.285)
C (0.757, 0.367, -0.816)
C (0.496, 0.129, 1.241)
H (-0.711, -1.329, -1.380)
H (-0.392, -1.903, 1.344)
H (-1.575, 1.387, -0.986)
H (1.496, 0.632, -1.569)
H (1.010, 0.377, 2.149)


Computed, not measured: 20 unconnected molecules or ions with the total composition C60H120O20 in a non-equilibrium geometry, with the ωB97M-V functional and the def2-TZVPD basis.

Properties
E_LUMO (eV): 0.145
Highest occupied orbital energy (eV): -9.2017
Energy relative to the best compared isomer or geometry (same formula, charge and spin) (kcal per mole): 14.6

Positions of all 200 atoms, in Å:
C (-0.509, 2.113, 3.645)
C (-1.151, 3.248, 2.872)
O (-2.241, 3.687, 3.153)
C (-0.316, 3.926, 1.814)
H (0.364, 1.777, 3.071)
H (-1.247, 1.361, 3.682)
H (-0.218, 2.584, 4.580)
H (0.188, 3.155, 1.263)
H (0.493, 4.491, 2.306)
H (-0.979, 4.545, 1.190)
C (3.050, -3.988, -0.189)
C (3.960, -3.696, -1.330)
O (3.707, -2.833, -2.159)
C (5.291, -4.413, -1.345)
H (2.843, -5.061, -0.072)
H (2.137, -3.457, -0.415)
H (3.603, -3.684, 0.703)
H (5.204, -5.320, -0.726)
H (5.962, -3.738, -0.810)
H (5.705, -4.680, -2.331)
C (1.427, -5.568, -3.211)
C (1.537, -6.786, -2.345)
O (2.529, -6.875, -1.618)
C (0.530, -7.881, -2.543)
H (1.537, -5.771, -4.279)
H (2.142, -4.901, -2.844)
H (0.451, -5.106, -3.047)
H (0.671, -8.757, -1.951)
H (0.583, -8.208, -3.578)
H (-0.470, -7.370, -2.327)
C (-2.856, -6.182, 5.993)
C (-1.627, -5.302, 6.051)
O (-1.304, -4.627, 5.084)
C (-0.897, -5.168, 7.389)
H (-2.668, -7.221, 6.262)
H (-3.324, -6.017, 5.021)
H (-3.424, -5.821, 6.876)
H (-0.810, -6.105, 7.912)
H (-1.327, -4.452, 8.123)
H (0.134, -4.886, 7.165)
C (-3.765, -1.728, -4.127)
C (-2.854, -2.776, -4.663)
O (-2.910, -3.207, -5.815)
C (-1.789, -3.352, -3.708)
H (-4.636, -1.613, -4.789)
H (-3.211, -0.832, -4.016)
H (-4.147, -2.122, -3.184)
H (-0.822, -3.415, -4.245)
H (-1.999, -4.336, -3.356)
H (-1.712, -2.730, -2.813)
C (3.684, 1.969, 3.499)
C (3.440, 2.939, 4.609)
O (2.481, 3.677, 4.599)
C (4.364, 2.828, 5.754)
H (4.529, 2.251, 2.890)
H (2.775, 1.921, 2.852)
H (3.978, 1.023, 3.897)
H (5.434, 2.808, 5.584)
H (4.131, 1.880, 6.246)
H (4.243, 3.582, 6.538)
C (2.016, -1.316, -6.881)
C (1.715, -1.959, -5.584)
O (1.707, -3.166, -5.378)
C (1.370, -1.002, -4.429)
H (1.323, -0.469, -7.042)
H (1.973, -2.083, -7.631)
H (3.034, -0.877, -6.886)
H (1.825, -1.437, -3.549)
H (0.299, -1.012, -4.207)
H (1.823, 0.014, -4.544)
C (-0.624, 6.415, -2.051)
C (0.710, 6.394, -1.307)
O (0.777, 6.677, -0.158)
C (1.922, 6.136, -2.150)
H (-0.908, 7.461, -2.225)
H (-1.341, 5.983, -1.344)
H (-0.596, 5.837, -2.938)
H (2.832, 6.226, -1.576)
H (1.894, 6.797, -3.023)
H (1.921, 5.117, -2.555)
C (-2.900, 6.553, 2.354)
C (-3.528, 5.660, 1.298)
O (-2.891, 5.232, 0.368)
C (-4.955, 5.366, 1.488)
H (-1.827, 6.597, 2.176)
H (-2.982, 6.251, 3.389)
H (-3.298, 7.588, 2.239)
H (-5.393, 4.891, 0.610)
H (-5.505, 6.291, 1.708)
H (-5.191, 4.771, 2.390)
C (3.829, 1.968, -0.703)
C (4.382, 0.652, -0.172)
O (5.561, 0.395, -0.112)
C (3.320, -0.394, 0.256)
H (3.086, 2.316, 0.045)
H (3.327, 1.798, -1.651)
H (4.675, 2.656, -0.896)
H (3.789, -1.206, 0.775)
H (2.915, -0.819, -0.686)
H (2.424, 0.010, 0.766)
C (-0.500, 2.206, -2.441)
C (-1.913, 1.846, -2.040)
O (-2.428, 0.874, -2.508)
C (-2.496, 2.607, -0.871)
H (-0.261, 1.951, -3.452)
H (0.142, 1.559, -1.825)
H (-0.136, 3.232, -2.221)
H (-1.761, 2.723, -0.063)
H (-3.408, 2.072, -0.517)
H (-2.708, 3.612, -1.243)
C (5.198, -3.046, -4.987)
C (5.864, -1.655, -4.840)
O (5.515, -0.777, -5.571)
C (6.952, -1.506, -3.846)
H (4.600, -3.136, -5.870)
H (4.440, -3.119, -4.166)
H (5.925, -3.858, -4.959)
H (6.699, -2.207, -3.041)
H (6.984, -0.514, -3.475)
H (7.916, -1.817, -4.331)
C (-7.047, -1.243, -2.042)
C (-7.094, 0.138, -1.342)
O (-7.899, 0.411, -0.430)
C (-6.073, 1.162, -1.819)
H (-6.042, -1.658, -1.775)
H (-7.181, -1.159, -3.095)
H (-7.791, -1.926, -1.640)
H (-6.333, 1.521, -2.844)
H (-5.038, 0.799, -1.911)
H (-6.065, 1.973, -1.081)
C (1.938, -3.128, 3.519)
C (1.436, -1.716, 3.768)
O (0.945, -1.061, 2.861)
C (1.611, -1.210, 5.165)
H (2.809, -3.470, 4.106)
H (2.072, -3.268, 2.437)
H (1.192, -3.832, 3.931)
H (1.786, -2.061, 5.838)
H (0.649, -0.816, 5.482)
H (2.417, -0.507, 5.213)
C (3.408, 5.026, 0.955)
C (3.816, 6.463, 1.052)
O (4.486, 7.069, 0.235)
C (3.212, 7.237, 2.234)
H (2.552, 4.948, 0.327)
H (3.235, 4.613, 1.927)
H (4.202, 4.413, 0.526)
H (3.251, 8.280, 1.932)
H (3.751, 7.027, 3.134)
H (2.170, 6.903, 2.389)
C (-4.505, 1.200, 4.527)
C (-5.352, 1.699, 3.338)
O (-6.488, 2.076, 3.535)
C (-4.681, 1.707, 2.009)
H (-3.464, 1.549, 4.370)
H (-4.406, 0.134, 4.619)
H (-4.888, 1.547, 5.483)
H (-3.889, 2.450, 2.050)
H (-5.365, 2.041, 1.267)
H (-4.185, 0.787, 1.763)
C (4.639, 2.127, -4.293)
C (3.626, 3.220, -4.154)
O (2.476, 3.037, -3.779)
C (4.032, 4.605, -4.624)
H (5.515, 2.532, -3.831)
H (4.824, 1.863, -5.300)
H (4.369, 1.258, -3.712)
H (4.388, 4.579, -5.673)
H (4.903, 4.870, -4.011)
H (3.243, 5.317, -4.529)
C (-5.689, -2.887, 3.736)
C (-5.144, -2.226, 2.437)
O (-4.007, -2.479, 2.125)
C (-6.099, -1.395, 1.588)
H (-6.139, -3.848, 3.434)
H (-6.437, -2.353, 4.332)
H (-4.820, -3.165, 4.338)
H (-5.536, -1.054, 0.709)
H (-6.386, -0.501, 2.140)
H (-6.926, -2.059, 1.275)
C (-3.204, -4.269, -0.493)
C (-1.855, -4.749, -0.066)
O (-1.154, -5.392, -0.853)
C (-1.387, -4.527, 1.364)
H (-3.355, -3.152, -0.467)
H (-3.976, -4.644, 0.187)
H (-3.531, -4.666, -1.482)
H (-0.314, -4.716, 1.480)
H (-1.890, -5.309, 1.913)
H (-1.589, -3.559, 1.779)
C (0.095, -1.294, -0.609)
C (-0.345, -0.069, 0.172)
O (0.338, 0.897, 0.306)
C (-1.660, -0.157, 0.873)
H (0.821, -0.961, -1.363)
H (-0.765, -1.799, -1.024)
H (0.630, -1.879, 0.134)
H (-1.863, 0.813, 1.307)
H (-1.604, -0.796, 1.766)
H (-2.408, -0.481, 0.148)


Computed, not measured: a molecular structure, CHBr2FS in a non-equilibrium geometry, with the ωB97M-V functional and the def2-TZVPD basis.

Properties
E_LUMO (spin up / spin down) (eV): -1.635 / -1.635
Highest occupied orbital energy (spin up / spin down) (eV): -10.2101 / -10.2140
Energy relative to the best compared isomer or geometry (same formula, charge and spin) (kcal per mole): 60.4

Positions of all 6 atoms, in Å:
C (-0.844, 0.227, -1.662)
F (-1.944, 1.650, -0.396)
S (-0.379, -0.990, -0.466)
Br (0.239, 1.606, -2.102)
Br (-2.092, -0.126, -2.996)
H (0.055, -0.057, 0.295)


Computed, not measured: C3H5NO2S2 in the gas phase in a non-equilibrium geometry, with the ωB97M-V functional and the def2-TZVPD basis.

Properties
E_LUMO (eV): -0.038
Highest occupied orbital energy (eV): -7.9407
Energy relative to the best compared isomer or geometry (same formula, charge and spin) (kcal per mole): 116.0

Positions of all 13 atoms, in Å:
C (0.660, -0.327, -0.812)
C (-2.196, -0.658, -0.072)
C (0.701, 0.706, 0.050)
N (-0.454, 1.625, -0.019)
O (1.746, -1.171, -1.107)
O (1.593, 0.824, 1.043)
S (-2.057, 0.932, -0.076)
S (-1.240, -1.879, 0.635)
H (-0.180, -0.208, -1.438)
H (-0.270, 2.338, 0.674)
H (2.281, -0.934, -0.358)
H (1.453, 1.767, 1.351)
H (-2.036, -3.014, 0.128)


Computed, not measured: a molecular structure, C11H18N2O2 in a non-equilibrium geometry, with the ωB97M-V functional and the def2-TZVPD basis.

Properties
E_LUMO (eV): 0.495
Highest occupied orbital energy (eV): -8.9084
Energy relative to the best compared isomer or geometry (same formula, charge and spin) (kcal per mole): 397.4

Positions of all 33 atoms, in Å:
C (1.249, 2.594, -0.137)
N (-0.071, 2.843, -0.804)
C (0.169, 2.990, -2.302)
H (-0.791, 3.447, -2.733)
H (0.708, 4.036, -2.325)
H (0.588, 2.372, -2.756)
C (-0.990, 2.171, -0.526)
C (-0.937, 0.658, -1.163)
C (-0.565, -0.384, -1.604)
C (-0.137, -1.746, -1.933)
H (0.209, -1.745, -3.237)
O (1.005, -2.235, -1.550)
C (0.773, -2.544, 0.091)
C (1.443, -1.538, 0.871)
O (0.846, -1.711, 2.214)
C (0.039, -0.834, 2.759)
C (-1.444, -1.057, 2.186)
C (-1.813, -2.421, 2.124)
N (-2.262, -3.724, 2.048)
H (-1.239, -0.803, 0.960)
H (-2.264, -0.456, 2.468)
H (0.380, 0.208, 2.573)
H (-0.079, -1.242, 3.710)
H (2.663, -1.379, 0.908)
H (0.821, -0.627, 0.334)
H (-0.099, -3.000, 0.238)
H (1.528, -3.390, 0.278)
H (-0.943, -2.541, -1.953)
H (-1.918, 2.472, -1.110)
H (-1.254, 1.999, 0.518)
H (0.952, 2.456, 0.775)
H (1.515, 1.731, -0.594)
H (1.917, 3.398, -0.331)


Computed, not measured: 30 unconnected molecules or ions with the total composition C32H65Cl58FNO2P in a non-equilibrium geometry, with the ωB97M-V functional and the def2-TZVPD basis.

Properties
E_LUMO (eV): -0.177
Highest occupied orbital energy (eV): -8.1518

Positions of all 160 atoms, in Å:
O (2.403, -3.251, -1.967)
N (2.366, -3.625, -0.885)
O (1.204, -4.394, -0.572)
P (-0.174, -3.896, -1.465)
C (-1.525, -5.024, -0.956)
C (-2.890, -4.541, -1.456)
C (-2.909, -3.079, -1.698)
F (-4.196, -2.633, -1.923)
H (-0.422, -2.626, -0.910)
H (-1.308, -5.988, -1.371)
H (-1.584, -5.065, 0.115)
H (-3.152, -5.049, -2.362)
H (-3.657, -4.791, -0.755)
H (-2.348, -2.828, -2.572)
H (-2.536, -2.591, -0.823)
C (-3.753, -2.526, -5.380)
Cl (-2.223, -3.410, -5.435)
Cl (-4.658, -2.683, -6.895)
H (-4.353, -2.919, -4.568)
H (-3.545, -1.479, -5.214)
C (-1.928, -8.599, 0.672)
Cl (-3.480, -7.773, 0.894)
Cl (-1.194, -8.203, -0.885)
H (-1.243, -8.289, 1.457)
H (-2.094, -9.668, 0.713)
C (-1.503, 0.901, -3.531)
Cl (-2.739, -0.255, -3.009)
Cl (-0.458, 0.225, -4.785)
H (-1.997, 1.775, -3.924)
H (-0.901, 1.167, -2.668)
C (6.341, -2.732, 0.360)
Cl (7.709, -3.861, 0.260)
Cl (4.832, -3.448, -0.212)
H (6.210, -2.441, 1.394)
H (6.566, -1.866, -0.250)
C (5.748, -6.339, -1.959)
Cl (6.983, -7.596, -1.821)
Cl (5.158, -6.185, -3.622)
H (4.915, -6.595, -1.318)
H (6.177, -5.396, -1.656)
C (3.758, -0.592, 2.865)
Cl (3.202, -2.166, 2.297)
Cl (5.446, -0.640, 3.416)
H (3.679, 0.121, 2.053)
H (3.140, -0.284, 3.697)
C (-2.287, -0.161, 1.185)
Cl (-0.735, -0.939, 0.837)
Cl (-3.625, -1.301, 1.003)
H (-2.280, 0.201, 2.205)
H (-2.423, 0.663, 0.495)
C (5.049, 3.950, 3.708)
Cl (6.060, 5.392, 3.862)
Cl (3.743, 4.182, 2.534)
H (5.666, 3.127, 3.371)
H (4.602, 3.725, 4.677)
C (1.451, 3.637, -0.560)
Cl (3.034, 2.925, -0.862)
Cl (0.144, 2.474, -0.820)
H (1.415, 3.974, 0.469)
H (1.306, 4.471, -1.235)
C (-1.021, -1.981, -8.980)
Cl (0.035, -0.575, -8.800)
Cl (-2.320, -1.691, -10.146)
H (-0.429, -2.818, -9.326)
H (-1.465, -2.206, -8.019)
C (2.086, 3.140, 7.022)
Cl (3.143, 2.442, 5.774)
Cl (3.019, 3.926, 8.292)
H (1.444, 3.871, 6.555)
H (1.497, 2.344, 7.460)
C (-2.282, -9.639, -4.220)
Cl (-2.199, -7.948, -4.743)
Cl (-3.335, -9.837, -2.820)
H (-2.672, -10.238, -5.033)
H (-1.288, -9.969, -3.956)
C (-7.543, -0.003, -7.289)
Cl (-7.117, 1.523, -8.085)
Cl (-8.649, 0.257, -5.936)
H (-8.022, -0.648, -8.013)
H (-6.639, -0.466, -6.916)
C (-0.135, -9.037, 4.296)
Cl (-1.700, -8.243, 4.499)
Cl (0.596, -8.648, 2.731)
H (0.532, -8.703, 5.079)
H (-0.278, -10.108, 4.352)
C (5.227, 0.057, 7.755)
Cl (6.057, -1.404, 7.200)
Cl (3.838, -0.323, 8.779)
H (5.926, 0.656, 8.326)
H (4.880, 0.606, 6.890)
C (9.565, -1.410, 7.005)
Cl (11.027, -2.068, 6.256)
Cl (9.885, 0.114, 7.842)
H (8.829, -1.232, 6.233)
H (9.189, -2.127, 7.722)
C (-8.026, 4.939, -7.872)
Cl (-6.995, 6.372, -7.746)
Cl (-9.358, 5.200, -9.006)
H (-7.433, 4.107, -8.223)
H (-8.438, 4.718, -6.897)
C (-2.254, 4.992, -3.475)
Cl (-0.682, 4.236, -3.801)
Cl (-3.600, 3.876, -3.743)
H (-2.275, 5.316, -2.443)
H (-2.380, 5.833, -4.143)
C (14.103, -1.331, 4.580)
Cl (14.570, 0.006, 3.520)
Cl (14.717, -2.880, 3.990)
H (14.508, -1.149, 5.566)
H (13.024, -1.378, 4.621)
C (-0.960, 6.119, 6.702)
Cl (-1.337, 4.429, 6.325)
Cl (0.777, 6.396, 6.875)
H (-1.330, 6.743, 5.898)
H (-1.444, 6.383, 7.632)
C (-11.085, 6.208, -12.000)
Cl (-12.656, 7.011, -11.874)
Cl (-10.281, 6.574, -13.530)
H (-10.456, 6.550, -11.189)
H (-11.236, 5.139, -11.935)
C (-0.947, 10.198, 8.184)
Cl (-2.249, 9.112, 8.692)
Cl (0.067, 9.463, 6.927)
H (-1.386, 11.106, 7.788)
H (-0.319, 10.426, 9.044)
C (-1.884, -13.381, -2.459)
Cl (-0.799, -11.985, -2.331)
Cl (-3.250, -13.071, -3.534)
H (-1.322, -14.219, -2.849)
H (-2.268, -13.611, -1.474)
C (-0.106, 12.344, 11.705)
Cl (-1.423, 11.275, 12.186)
Cl (0.904, 11.610, 10.445)
H (-0.526, 13.262, 11.315)
H (0.515, 12.548, 12.566)
C (7.375, -7.654, -6.146)
Cl (6.767, -9.228, -6.678)
Cl (9.057, -7.746, -5.610)
H (7.315, -6.962, -6.976)
H (6.768, -7.311, -5.319)
C (-6.286, -15.472, -2.597)
Cl (-5.344, -16.157, -3.925)
Cl (-5.261, -14.732, -1.360)
H (-6.945, -14.712, -2.995)
H (-6.859, -16.265, -2.136)
C (-4.093, 8.468, -5.159)
Cl (-4.560, 7.804, -3.587)
Cl (-3.066, 7.353, -6.070)
H (-4.990, 8.657, -5.735)
H (-3.547, 9.388, -4.999)
C (1.503, 12.336, 5.393)
Cl (-0.052, 13.174, 5.545)
Cl (2.312, 12.727, 3.874)
H (2.138, 12.640, 6.215)
H (1.322, 11.273, 5.430)
C (-2.375, 15.993, 5.294)
Cl (-1.914, 17.519, 4.535)
Cl (-3.475, 16.243, 6.656)
H (-2.869, 15.373, 4.557)
H (-1.480, 15.504, 5.658)


Computed, not measured: a molecular structure, C2H9N2S in a non-equilibrium geometry, with the ωB97M-V functional and the def2-TZVPD basis.

Properties
E_LUMO (eV): -3.732
Highest occupied orbital energy (eV): -14.4174
Charge: +1
Energy relative to the best compared isomer or geometry (same formula, charge and spin) (kcal per mole): 54.1

Positions of all 14 atoms, in Å:
C (-0.690, 0.303, 0.903)
C (-0.470, -0.742, -0.120)
N (0.286, 0.224, -1.502)
N (0.411, 1.290, 0.936)
S (0.708, -2.008, 0.312)
H (-1.688, 0.670, 0.829)
H (-0.680, -0.211, 1.970)
H (-1.475, -1.062, -0.518)
H (1.092, -0.268, -1.901)
H (-0.122, 0.846, -2.181)
H (0.551, 0.850, -0.577)
H (1.325, 1.014, 1.213)
H (0.275, 2.284, 0.993)
H (0.477, -3.190, -0.358)


Computed, not measured: a molecular structure, ArH24O12, with the ωB97M-V functional and the def2-TZVPD basis.

Properties
E_LUMO (eV): -0.144
Highest occupied orbital energy (eV): -10.1972
Energy relative to the best compared isomer or geometry (same formula, charge and spin) (kcal per mole): 23.7

Positions of all 37 atoms, in Å:
Ar (0.278, 0.081, -0.127)
O (1.842, 2.434, 2.285)
H (1.701, 2.486, 3.230)
H (2.671, 1.966, 2.190)
O (-3.569, 0.936, 0.894)
H (-2.961, 1.428, 0.342)
H (-3.562, 0.051, 0.529)
O (1.396, -0.646, -3.080)
H (1.541, -1.423, -3.619)
H (2.131, -0.069, -3.287)
O (-0.009, 0.537, 3.250)
H (-0.913, 0.850, 3.251)
H (0.492, 1.254, 2.860)
O (3.123, -1.271, 3.226)
H (3.463, -2.124, 3.498)
H (2.199, -1.432, 3.032)
O (-1.991, -1.780, -3.252)
H (-1.864, -0.832, -3.210)
H (-1.720, -2.097, -2.390)
O (0.457, 3.688, -0.045)
H (1.054, 3.715, -0.793)
H (0.938, 3.206, 0.628)
O (2.335, -3.347, -1.172)
H (2.784, -2.506, -1.090)
H (1.773, -3.244, -1.940)
O (-2.141, 1.260, -3.497)
H (-2.124, 1.678, -2.636)
H (-1.304, 1.498, -3.895)
O (-0.964, -3.129, -0.786)
H (-0.827, -4.063, -0.630)
H (-0.234, -2.701, -0.339)
O (0.405, -2.140, 3.125)
H (-0.392, -2.625, 2.910)
H (0.134, -1.222, 3.127)
O (-2.169, 2.837, -0.965)
H (-2.663, 3.656, -1.003)
H (-1.312, 3.089, -0.621)